Density functional theory data (the ωB97M-V functional and the def2-TZVPD basis) for 10 unconnected molecules or ions with the total composition C19H61N17O10.

SMILES string: COC[C@H](C)N.COC[C@H](C)N.COC[C@H](C)N.NC(N)=O.NC(N)=O.NC(N)=O.NC(N)=O.NC(N)=O.NC(N)=O.NC(N)=O
E_tot: -2444.002135 Eh
Kohn-Sham gap: 8.973 eV
Highest occupied orbital energy: -8.705 eV

```
! RIJCOSX wB97M-V def2-TZVPD def2/J DEFGRID3
* xyz 0 1
C -2.4056 -1.4231 2.4725
O -3.3343 -0.5082 1.8925
C -4.6519 -1.0088 1.4899
C -5.4827 0.1149 0.9129
C -5.8160 1.1051 2.0263
N -6.7332 -0.3676 0.3543
H -2.1130 -2.2162 1.7798
H -2.7955 -1.9070 3.3714
H -1.5516 -0.8153 2.7590
H -4.3121 -1.6842 0.6961
H -5.1229 -1.6178 2.2643
H -4.9434 0.6256 0.1152
H -6.2934 2.0252 1.6813
H -4.8780 1.5206 2.4059
H -6.4451 0.7222 2.8297
H -6.5114 -0.8723 -0.4986
H -7.1887 -1.0301 0.9730
C 0.7885 -5.6209 2.1972
O 1.1979 -5.3983 0.8697
C 0.5656 -6.1806 -0.1424
C 0.4613 -5.3901 -1.4428
C -0.2096 -4.0334 -1.2361
N -0.3218 -6.0487 -2.5228
H 0.6876 -6.6756 2.4624
H -0.1338 -5.0779 2.4281
H 1.5561 -5.1693 2.8266
H 1.2921 -6.9767 -0.3412
H -0.4081 -6.5476 0.1942
H 1.4799 -5.3331 -1.8340
H -0.3024 -3.5917 -2.2292
H 0.5043 -3.3950 -0.7103
H -1.1820 -4.1667 -0.7612
H 0.1168 -6.9644 -2.6149
H -1.2334 -6.2064 -2.0966
C 1.2371 4.6478 0.6890
O 0.0605 5.2205 1.1748
C 0.2342 6.3753 1.9448
C -1.0308 6.7773 2.7255
C -0.9617 8.1186 3.4634
N -1.3436 5.7630 3.7289
H 2.0062 4.3833 1.4226
H 1.6864 5.3054 -0.0632
H 0.9520 3.7381 0.1587
H 1.0615 6.2798 2.6590
H 0.5244 7.2526 1.3491
H -1.8894 6.7668 2.0505
H -0.1048 8.1652 4.1376
H -1.8856 8.4055 3.9554
H -0.7316 8.8512 2.6830
H -0.6887 5.7022 4.5006
H -1.3197 4.8263 3.3376
N 4.6740 3.1469 -1.6518
C 3.5078 3.5099 -2.2725
N 2.9102 2.4633 -2.8572
O 3.0586 4.6563 -2.2799
H 5.0870 3.8764 -1.0969
H 5.0475 2.2177 -1.6738
H 2.0404 2.6195 -3.3346
H 3.4316 1.5835 -2.9389
N 5.3277 -1.8286 -1.5301
C 4.2307 -1.0704 -1.8441
N 3.0885 -1.7220 -1.5465
O 4.2788 0.0739 -2.3088
H 5.1823 -2.8112 -1.3784
H 6.2594 -1.6489 -1.8639
H 3.1551 -2.6461 -1.1634
H 2.1806 -1.3551 -1.7794
N 0.5840 2.3120 4.1344
C -0.2718 1.7584 3.2538
N -1.5122 1.6115 3.7362
O 0.0873 1.4035 2.1231
H 0.3048 2.4536 5.0882
H 1.5928 2.3614 4.0315
H -1.7144 1.9036 4.6740
H -2.1929 0.9720 3.3559
N 2.9039 -3.0007 -5.2194
C 1.7175 -2.8509 -4.5814
N 1.4666 -1.5437 -4.2640
O 0.8930 -3.7266 -4.3585
H 3.2648 -2.2225 -5.7405
H 3.2047 -3.9032 -5.5437
H 2.2440 -0.9218 -4.3917
H 0.6992 -1.3251 -3.6285
N -4.4512 -3.7739 -4.4214
C -3.2276 -3.3547 -4.0014
N -3.2739 -2.3799 -3.0470
O -2.1827 -3.8814 -4.3466
H -4.4058 -4.3113 -5.2717
H -5.3458 -3.4351 -4.1259
H -2.3726 -2.0543 -2.7290
H -4.1556 -1.9372 -2.8779
N 4.8715 1.6918 1.8877
C 3.5815 1.6658 2.3215
N 2.7667 0.9847 1.4880
O 3.2137 2.0674 3.4322
H 5.5487 2.0378 2.5461
H 5.2202 1.2459 1.0613
H 1.7603 0.9863 1.5905
H 3.1598 0.4992 0.7070
N -0.3398 -0.4289 -0.0695
C -0.0766 -0.1894 -1.3602
N 0.7366 0.8889 -1.5839
O -0.4822 -0.8916 -2.2891
H -0.2688 0.3153 0.6255
H -1.0041 -1.1523 0.1462
H 0.9567 1.1238 -2.5285
H 0.9525 1.4712 -0.7922
*
```

Mulliken atomic charge list, values in e, 2 entries:
1 C -0.79
2 O -0.15